Record 1
Computed, not measured: the molecule C9H14N4O3, with ωB97M-V/def2-TZVPD.

Last columns: bonded neighbours and bond lengths (Å).
Geometry (Å):
1 N 3.158 -2.892 -0.594  H6 1.015, H8 1.015, C30 1.449
2 C 0.646 -2.713 -0.603  C7 1.516, H11 1.092, H29 1.092, C30 1.543
3 H -1.851 4.073 0.020  C24 1.069
4 H 0.376 4.759 -0.986  N15 1.007
5 C -1.608 -0.022 0.755  H9 1.099, C12 1.537, C14 1.526, N16 1.436
6 H 3.121 -3.904 -0.647  N1 1.015
7 C -0.501 -2.128 0.197  C2 1.516, N16 1.349, O21 1.215
8 H 3.199 -2.535 -1.543  N1 1.015
9 H -2.382 -0.707 1.129  C5 1.099
10 H -0.046 -0.256 -0.589  N16 1.016
11 H 0.519 -3.795 -0.653  C2 1.092
12 C -2.228 1.068 -0.134  C5 1.537, C18 1.493, H23 1.092, H25 1.089
13 O 0.267 0.208 2.205  C14 1.333, H22 0.970
14 C -0.973 0.638 1.976  C5 1.526, O13 1.333, O26 1.202
15 N 0.046 3.809 -0.940  H4 1.007, C19 1.351, C24 1.367
16 N -0.663 -0.802 0.005  C5 1.436, C7 1.349, H10 1.016
17 N -0.020 1.627 -1.170  C18 1.368, C19 1.303
18 C -1.176 2.037 -0.563  C12 1.493, N17 1.368, C24 1.367
19 C 0.685 2.703 -1.380  N15 1.351, N17 1.303, H28 1.071
20 H 1.978 -2.795 1.098  C30 1.093
21 O -1.204 -2.779 0.943  C7 1.215
22 H 0.626 0.618 3.008  O13 0.970
23 H -2.679 0.590 -1.006  C12 1.092
24 C -1.145 3.395 -0.412  H3 1.069, N15 1.367, C18 1.367
25 H -2.998 1.599 0.425  C12 1.089
26 O -1.517 1.463 2.661  C14 1.202
27 H 2.093 -1.296 0.167  C30 1.093
28 H 1.651 2.720 -1.842  C19 1.071
29 H 0.642 -2.302 -1.615  C2 1.092
30 C 1.985 -2.381 0.087  N1 1.449, C2 1.543, H20 1.093, H27 1.093

net charge = 0
energy relative to the best compared isomer or geometry (same formula, charge and spin) = 0.251 eV
SMILES = NCCC(=O)N[C@H](Cc1c[nH]cn1)C(=O)O
frontier orbital gap = 9.6 eV
M = 226.24 g/mol
E_HOMO = -9.01 eV

Here are the Löwdin charges for atoms 1 to 5, given in e: -0.02, -0.10, 0.12, 0.15, -0.21

=====

Record 2
Computed, not measured: the molecule C7H6S at a distorted geometry, with ωB97M-V/def2-TZVPD.

Last columns: bonded neighbours and bond lengths (Å).
Geometry (Å):
1 C -1.233 1.541 0.112  H2 1.161, H7 1.193, H11 1.044, C12 1.455
2 H -0.904 2.164 -0.811  C1 1.161
3 C 1.509 -0.700 0.035  C4 1.277, C13 1.359
4 C 0.397 -0.081 -0.062  C3 1.277, C12 1.509
5 C -1.767 -0.729 0.343  S8 1.704, H9 1.197, C12 1.391
6 H 5.225 -1.239 -0.300  C10 1.165
7 H -2.402 1.771 0.167  C1 1.193
8 S -3.173 -1.577 -0.113  C5 1.704
9 H -1.323 -1.173 1.363  C5 1.197
10 C 4.089 -1.104 -0.075  H6 1.165, C13 1.260
11 H -0.875 1.678 1.084  C1 1.044
12 C -1.046 0.194 -0.407  C1 1.455, C4 1.509, C5 1.391, H14 1.009
13 C 2.842 -0.968 0.037  C3 1.359, C10 1.260
14 H -1.339 0.222 -1.373  C12 1.009

net charge = 0
energy relative to the best compared isomer or geometry (same formula, charge and spin) = 5.971 eV
SMILES = C#CC#C[C@H](C)C=S
frontier orbital gap = 8.2 eV
M = 122.19 g/mol
E_HOMO = -8.87 eV

Here are the Löwdin charges for atoms 1 to 5, given in e: -0.09, 0.13, -0.03, 0.07, -0.62